Here is the ion C6H12N3 with charge +1 in a non-equilibrium geometry from the OMol25 dataset. Energies are from the ωB97M-V functional and the def2-TZVPD basis.

The geometry in XYZ format:
```
21
Properties=species:S:1:pos:R:3:forces:R:3:lowdin_charge:R:1
C -1.22063 0.09408 -2.37930 1.2 -0.3 -1.7 0.035
N -0.26663 0.21991 -1.25621 2.3 -0.8 -1.6 -0.117
C -0.08969 1.42197 -0.41645 -2.1 2.9 0.8 -0.041
C -0.08516 0.59824 0.89796 -0.4 -2.3 0.1 -0.144
C -1.32027 -0.49370 0.95286 2.3 1.6 0.3 0.071
C -0.40615 -0.75335 -0.14331 1.5 0.8 1.2 -0.176
C 1.02861 -1.18679 0.41512 -1.1 -1.1 -1.0 -0.087
N 1.21875 0.02437 1.17824 0.7 -0.3 0.4 -0.210
N 1.53367 -0.29368 2.56648 0.7 3.0 1.4 0.038
H -2.22013 0.11877 -1.99778 -0.5 0.0 0.2 0.102
H -1.01754 0.91353 -3.06196 -0.3 0.4 0.1 0.104
H -1.01880 -0.81069 -3.03666 -0.2 0.7 1.4 0.139
H 0.76573 0.14271 -1.55275 -2.2 -0.7 -0.3 0.212
H -0.94701 2.21457 -0.55509 1.4 -1.7 0.4 0.173
H 0.86617 1.96587 -0.63806 -0.9 -0.8 0.3 0.155
H -1.17319 -1.29757 1.67380 -0.3 0.6 0.3 0.133
H -2.17177 0.13092 1.04559 -1.2 -0.2 -0.7 0.112
H 0.98659 -2.15745 0.97519 0.1 1.0 -0.3 0.145
H 1.71292 -1.28503 -0.44234 0.1 -0.1 0.4 0.120
H 2.58832 -0.16943 2.65336 -1.5 -0.4 -0.4 0.108
H 1.23620 0.60274 3.12130 0.3 -2.1 -1.2 0.129
```
Positions in Å, forces in eV/Å.

Output
M, g/mol: 126.183
HOMO-LUMO gap, hartree: 0.3284
Energy, hartree: -399.61835
Largest force on an atom, eV/Å: 3.6
LUMO energy, eV: -3.5
HOMO energy, eV: -12.444
Energy relative to the best compared isomer or geometry (same formula, charge and spin), kcal/mol: 164.84
Net charge: +1